(1)
Molecular formula: C4H11NO2
Method: DFT, ωB97M-V/def2-TZVPD

## Properties
total charge: 0
HOMO-LUMO gap: 9.83 eV
SMILES string: C[C@@H](O)[C@@H](N)CO

Atoms and positions in Å:
C  1.09  0.57  0.41
O  1.42  1.99  0.34
C  -0.40  0.45  0.10
C  -0.75  -0.87  -0.56
C  -0.20  -0.89  -1.99
O  -0.05  -1.88  0.17
N  -1.20  0.61  1.30
H  1.75  0.12  -0.30
H  1.37  0.26  1.42
H  1.82  2.26  1.17
H  -0.56  1.28  -0.56
H  -1.84  -0.95  -0.59
H  -0.40  -1.84  -2.46
H  -0.84  -0.18  -2.49
H  0.84  -0.65  -2.00
H  -0.55  -2.18  0.93
H  -1.48  1.55  1.54
H  -0.96  0.16  2.17

---

(2)
Molecular formula: C4H11NO2
Method: DFT, ωB97M-V/def2-TZVPD

## Properties
total charge: 0
HOMO-LUMO gap: 10.43 eV
SMILES string: CCC(N)=O.CO

Atoms and positions in Å:
C  -0.41  2.35  1.59
O  -0.18  2.78  0.25
H  -0.84  2.44  -0.36
H  -0.56  1.27  1.66
H  -1.14  2.93  2.15
H  0.49  2.71  2.08
C  1.04  -1.09  -0.23
C  0.98  -0.51  -1.65
C  -0.34  -1.32  0.34
O  -0.72  -0.62  1.27
N  -1.22  -2.11  -0.32
H  1.56  -2.04  -0.37
H  1.55  -0.47  0.51
H  0.39  0.41  -1.65
H  -2.06  -2.43  0.14
H  -0.87  -2.76  -1.01
H  0.40  -1.17  -2.29
H  1.94  -0.35  -2.12

---

(3)
Molecular formula: C4H11NO2
Method: DFT, ωB97M-V/def2-TZVPD

## Properties
total charge: 0
HOMO-LUMO gap: 9.65 eV
SMILES string: CNC(CO)CO

Atoms and positions in Å:
C  1.53  0.64  1.63
N  0.31  -0.04  1.44
C  -0.27  0.12  0.02
C  -1.74  0.09  -0.08
O  -1.99  1.13  -1.13
C  0.39  -0.71  -1.06
O  1.63  -1.27  -0.73
H  2.41  0.63  0.72
H  1.31  1.71  1.79
H  2.09  0.15  2.43
H  0.09  -0.94  1.81
H  0.03  1.16  -0.23
H  -2.32  -0.93  -0.23
H  -2.09  0.73  0.76
H  -2.79  0.84  -1.73
H  -0.28  -1.59  -1.28
H  0.40  -0.32  -2.09
H  2.38  -0.77  -0.22

---

(4)
Molecular formula: C4H11NO2S
Method: DFT, ωB97M-V/def2-TZVPD

## Properties
total charge: 0
HOMO-LUMO gap: 9.89 eV
SMILES string: C[C@H](CS)NC=O.O

Atoms and positions in Å:
O  -1.28  -1.94  0.10
C  -0.71  -1.53  -0.88
N  -0.35  -0.25  -1.11
C  -0.56  0.75  -0.05
C  0.69  1.57  0.29
S  0.94  1.85  2.03
C  -1.79  1.61  -0.34
H  -0.41  -2.20  -1.70
H  0.28  0.05  -1.82
H  -0.82  0.16  0.82
H  1.55  1.01  -0.08
H  0.70  2.52  -0.25
H  -0.27  2.37  2.27
H  -2.53  0.99  -0.84
H  -1.61  2.53  -0.89
H  -2.27  1.93  0.59
H  2.95  -4.36  1.15
H  2.43  -3.18  0.36
O  3.07  -3.90  0.33

---

(5)
Molecular formula: C4H11NO2S
Method: DFT, ωB97M-V/def2-TZVPD

## Properties
total charge: 0
HOMO-LUMO gap: 9.64 eV
SMILES string: NC(=O)CCCS.O

Atoms and positions in Å:
C  0.99  0.62  -0.79
C  0.88  0.13  0.64
C  -0.11  0.97  1.46
S  0.70  2.49  2.01
C  -0.23  0.14  -1.54
N  -0.22  -1.14  -2.07
O  -1.16  0.90  -1.74
H  1.92  0.26  -1.26
H  1.11  1.69  -0.90
H  0.58  -0.93  0.67
H  1.78  0.02  1.25
H  -0.99  1.23  0.88
H  -0.54  0.45  2.31
H  0.06  3.44  1.29
H  -1.07  -1.55  -2.41
H  0.43  -1.76  -1.65
H  -1.46  -1.60  0.96
H  -1.45  -2.83  -0.01
O  -1.22  -2.53  0.89

---

(6)
Molecular formula: C4H11NO2S
Method: DFT, ωB97M-V/def2-TZVPD

## Properties
total charge: 0
HOMO-LUMO gap: 9.64 eV
SMILES string: NC(=O)CCCS.O

Atoms and positions in Å:
C  0.90  -1.66  -0.76
C  1.24  -0.17  -0.97
C  0.10  0.73  -1.31
S  -0.88  1.25  0.22
C  1.45  -2.17  0.63
N  2.78  -1.87  0.96
O  0.66  -2.89  1.21
H  0.98  -2.33  -1.71
H  -0.22  -1.77  -0.48
H  1.95  -0.02  -0.05
H  1.84  -0.07  -1.98
H  0.33  1.72  -1.55
H  -0.69  0.30  -2.05
H  -0.31  0.37  1.12
H  3.24  -2.25  1.87
H  3.43  -1.37  0.39
H  -5.60  4.00  0.68
H  -5.32  3.91  2.26
O  -5.87  4.27  1.52

---

(7)
Molecular formula: C4H11NO2S
Method: DFT, ωB97M-V/def2-TZVPD

## Properties
total charge: 0
HOMO-LUMO gap: 9.36 eV

Atoms and positions in Å:
O  2.81  0.15  1.44
S  -0.97  -0.53  -1.13
C  2.01  1.02  1.11
N  1.79  2.06  1.94
C  -1.48  -2.19  -0.87
C  0.60  -0.48  -0.27
C  1.21  0.90  -0.19
H  2.44  2.17  2.72
H  1.24  2.85  1.62
H  -2.52  -2.37  -1.16
H  -1.35  -2.47  0.19
H  -0.82  -2.82  -1.49
H  0.38  -0.61  0.80
H  1.33  -1.26  -0.56
H  1.88  1.10  -1.04
H  0.37  1.62  -0.24
O  -3.07  0.68  -0.99
H  -3.59  -0.04  -0.57
H  -2.24  0.24  -1.30

---

DFT total energy, record by record: -9910.7052; -9911.2326; -9908.5069; -20746.6731; -20746.9949; -20745.3094; -20745.2473 eV